Record 1
The following is a DFT calculation (ωB97M-V with the def2-TZVPD basis set) of C26H51Cl3O2P2PtSi2 as an isolated structure in a non-equilibrium geometry.

Results
HOMO level (spin up / spin down) ... -3.79 / -8.06 eV
Net charge ... 0
Spin multiplicity ... 5
Molar mass ... 815.25 g/mol

Last column: Mulliken charge in e.
Geometry (Å):
Pt -0.7282 0.1894 -0.3479  1.194
C 1.8944 -0.7124 1.5233  -0.246
C 2.4455 -1.6129 0.5763  0.563
C 3.4568 -0.8958 -0.1329  -1.144
Si 1.7675 -3.3462 0.4498  0.501
C 3.4779 0.4395 0.3465  -0.747
C 2.4822 0.5668 1.3635  0.476
Si 1.9321 1.9985 2.4244  0.079
H 1.1656 -0.9796 2.2827  0.349
H 4.0963 -1.3208 -0.9037  0.505
H 4.1314 1.2423 0.0113  0.436
Cl -3.6438 0.9886 -4.3305  -0.294
C 1.9467 1.4431 4.2050  -1.153
C 3.1493 3.3838 2.1432  -1.158
C 1.7557 -4.1232 2.1434  -1.193
C 2.8505 -4.3004 -0.7311  -1.253
H 4.1633 2.9620 2.1036  0.385
H 3.0990 4.0791 2.9930  0.355
H 2.9704 3.9415 1.2157  0.278
H 0.9703 1.0477 4.5156  0.270
H 2.2073 2.2953 4.8478  0.406
H 2.6988 0.6544 4.3430  0.313
H 3.8949 -3.9780 -0.6202  0.376
H 2.5593 -4.1925 -1.7831  0.263
H 2.7863 -5.3636 -0.4580  0.410
H 2.4894 -3.6228 2.7896  0.306
H 2.0350 -5.1820 2.0524  0.415
H 0.7689 -4.0556 2.6212  0.234
C 0.1470 2.5070 2.0076  -1.073
C -0.0331 -3.2593 -0.1621  -0.575
P -0.4866 2.3019 0.3094  -0.864
H 0.0541 3.5660 2.3029  0.930
H -0.5463 1.9373 2.6558  0.396
P -0.5551 -1.8933 -1.2561  -0.510
H -0.6960 -3.2196 0.7207  -0.403
H -0.2197 -4.2147 -0.6818  0.805
C -2.2303 -2.4406 -1.8066  0.800
C 0.7135 -1.8611 -2.6048  2.435
C 0.6719 3.2890 -0.7547  1.648
C -2.1134 3.1907 0.2806  0.899
C -3.2648 2.2326 0.5700  -1.236
H -2.1994 3.5549 -0.7579  0.242
C -2.1954 4.3823 1.2401  -1.716
H -2.1495 4.0446 2.2825  0.302
H -3.1660 4.8723 1.0886  0.473
H -1.4181 5.1338 1.0706  0.350
H -3.2871 1.3882 -0.1294  0.155
H -4.2136 2.7816 0.4819  0.547
H -3.1773 1.8281 1.5891  0.174
H 1.6402 2.7830 -0.5896  -0.151
C 0.8001 4.7618 -0.3433  -2.051
C 0.3108 3.1985 -2.2375  -1.339
H 1.0382 4.9105 0.7159  0.410
H -0.1126 5.3219 -0.5861  0.385
H 1.6178 5.2090 -0.9263  0.441
H 0.2897 2.1668 -2.6065  0.062
H 1.0669 3.7447 -2.8196  0.493
H -0.6648 3.6617 -2.4423  0.313
H 1.5065 -2.5180 -2.2088  -0.975
C 1.3102 -0.4610 -2.7783  -1.356
C 0.2301 -2.4615 -3.9319  -1.663
H 0.1042 -3.5493 -3.8716  0.376
H 0.9898 -2.2683 -4.7020  0.475
H -0.7126 -2.0115 -4.2740  0.291
H 1.1594 0.1732 -1.8800  -0.195
H 0.8719 0.0542 -3.6443  0.425
H 2.3949 -0.5391 -2.9366  0.485
C -3.2333 -2.2055 -0.6742  -1.282
C -2.3112 -3.9011 -2.2591  -1.540
H -2.4790 -1.7831 -2.6549  0.247
H -2.1673 -4.5840 -1.4146  0.277
H -1.5973 -4.1494 -3.0487  0.268
H -3.3192 -4.0728 -2.6583  0.491
H -3.0392 -2.8819 0.1700  0.247
H -4.2477 -2.4034 -1.0494  0.543
H -3.2062 -1.1754 -0.2930  0.079
C -2.5351 0.7344 -2.8104  0.279
H -3.1299 0.1361 -2.1167  0.094
H -1.6434 0.2305 -3.1937  -0.038
H -2.3251 1.7392 -2.4345  -0.049
Cl -2.1544 -3.3274 2.9833  -0.155
C -1.6836 -1.7417 3.6604  0.375
Cl -0.1043 -1.7957 4.4947  -0.145
C -1.5968 -0.6529 2.5578  -0.039
O -2.1019 0.4420 2.8427  -0.709
O -0.9837 -1.0202 1.4877  -0.654
H -2.4395 -1.4317 4.3835  0.584

---

Record 2
The following is a DFT calculation (ωB97M-V with the def2-TZVPD basis set) of a 2-piece molecular cluster, C26H51N3O4 overall in a non-equilibrium geometry.

Results
HOMO level ... -7.67 eV
Net charge ... 0
Energy relative to the best compared isomer or geometry (same formula, charge and spin) ... 41.19 kcal per mole
SMILES string ... CCN[C@H](NO)[C@H](CCO)OCCCCCCCCCCCCCn1cccc1.CC(C)=O
Molar mass ... 469.71 g/mol

Last column: Mulliken charge in e.
Geometry (Å):
C -3.0280 -1.8225 -0.4722  -0.613
C -2.8238 -1.0588 -1.8551  -0.666
N -1.3878 -0.9897 -2.2200  -0.063
C -0.9378 -2.1089 -3.0837  -0.609
N -1.7840 -3.3044 -3.0308  -0.128
O -1.4215 -4.2602 -3.9535  -0.474
C 0.5785 -2.4191 -2.7017  -0.084
C 0.7157 -2.9466 -1.2055  0.796
C 0.4627 -4.4907 -1.0660  -0.393
O 1.2842 -5.1214 -0.0650  -0.501
O 1.4268 -1.2686 -2.7827  -0.395
C 1.6020 -0.8060 -4.1314  -0.604
C 1.0783 0.7089 -4.1799  -0.627
C 1.0645 1.3975 -2.7672  0.628
C 0.5655 2.9100 -2.8385  -0.837
C 0.7419 3.6380 -1.4257  -0.732
C -0.5655 3.6311 -0.5484  -0.882
C -1.0023 2.2141 0.0022  0.266
C 0.1449 1.3826 0.7026  0.671
C -0.0410 1.2415 2.2744  -0.606
C -1.0645 0.1191 2.7133  -0.219
C -0.4246 -1.0712 3.5166  -1.123
C 0.5128 -2.0152 2.6322  0.666
C 1.7680 -2.5611 3.4693  -1.024
N 2.9798 -1.9825 2.8699  0.217
C 3.8358 -0.9626 3.2999  -0.450
C 4.8672 -0.7715 2.2908  -0.545
C 4.6167 -1.7371 1.1427  -0.725
C 3.4434 -2.4147 1.6444  -0.073
H -3.3464 -2.8912 -0.6104  0.325
H -3.7946 -1.2942 0.1538  0.364
H -2.0651 -1.7633 0.1134  -0.143
H -3.5065 -1.4254 -2.6635  0.308
H -3.1426 0.0062 -1.6439  0.492
H -1.2670 -0.1510 -2.7966  0.206
H -0.9453 -1.7467 -4.1520  0.505
H -1.8938 -3.6805 -2.0877  0.238
H -0.5770 -4.6912 -3.7173  0.337
H 1.0398 -3.2244 -3.3570  0.495
H 0.0125 -2.3878 -0.5225  -0.869
H 1.7539 -2.6383 -0.8940  -0.012
H 0.6875 -4.9952 -2.0473  0.270
H -0.6092 -4.6494 -0.7372  0.085
H 1.5763 -6.0000 -0.3517  0.320
H 1.0402 -1.4633 -4.8542  0.266
H 2.6863 -0.8384 -4.4383  0.411
H 0.0778 0.7484 -4.6874  0.190
H 1.8358 1.2556 -4.8146  0.434
H 2.0917 1.4399 -2.3010  0.356
H 0.3971 0.8974 -2.0197  -0.801
H -0.5366 2.9038 -3.0528  0.285
H 1.0994 3.4703 -3.6606  0.392
H 1.6656 3.3006 -0.8827  0.343
H 0.9348 4.7220 -1.6926  0.395
H -1.3999 3.9924 -1.2235  0.423
H -0.4541 4.3741 0.2818  0.137
H -1.4251 1.6323 -0.8629  -0.345
H -1.8641 2.3999 0.7129  0.431
H 1.1619 1.8158 0.5356  0.373
H 0.0746 0.3300 0.2904  -0.781
H -0.3186 2.2471 2.7029  0.147
H 0.9801 1.0158 2.7112  0.327
H -1.6440 -0.1978 1.8088  -0.056
H -1.7965 0.6120 3.4233  0.288
H 0.0931 -0.7200 4.4449  0.408
H -1.2697 -1.7396 3.8673  0.360
H 0.8869 -1.3571 1.7957  -0.356
H -0.0517 -2.8844 2.2106  0.411
H 1.7297 -2.2232 4.5358  0.433
H 1.7875 -3.6871 3.4701  0.223
H 3.7034 -0.4087 4.2502  0.360
H 5.7214 -0.0636 2.2870  0.359
H 5.1754 -1.8566 0.1963  0.396
H 2.9378 -3.2332 1.0885  0.366
C -2.5128 6.3886 2.6101  -1.287
C -2.0774 4.9901 2.9650  0.949
C -3.0851 4.1047 3.6529  -1.013
O -0.9621 4.5924 2.7074  -0.509
H -1.6893 6.9101 2.1216  0.322
H -3.3607 6.3514 1.9234  0.318
H -2.7856 6.9344 3.5153  0.394
H -3.9583 3.9669 3.0123  0.316
H -3.3833 4.5495 4.6043  0.439
H -2.6362 3.1299 3.8475  0.102